No. 1
Entry from OMol25: 9 unconnected molecules or ions with the total composition C44H59B2N9O4PS in a non-equilibrium geometry (ωB97M-V with the def2-TZVPD basis set).

Computed properties:
- Kohn-Sham gap (eV) = 4.803
- total charge = +1
- highest occupied orbital energy (eV) = -9.71

CARTESIAN COORDINATES (ANGSTROEM)
C: 3.671 4.240 -1.126
C: 2.670 3.716 -1.547
C: 1.374 3.102 -1.997
C: 0.968 1.857 -1.170
C: -0.115 1.895 -0.263
B: -0.990 3.228 -0.028
O: -0.785 3.952 1.121
O: -1.940 3.703 -0.918
C: -0.452 0.705 0.478
C: -1.574 0.566 1.503
C: -1.418 1.497 2.767
C: -3.013 0.675 0.836
C: -3.851 -0.551 1.347
C: 0.321 -0.481 0.206
C: 1.378 -0.474 -0.721
B: 2.125 -1.892 -0.936
O: 1.320 -2.949 -1.315
O: 3.462 -2.145 -0.826
N: 1.702 0.705 -1.380
P: 3.104 0.593 -2.477
S: 4.685 0.733 -1.354
H: 4.488 4.529 -0.466
H: 0.612 3.906 -1.969
H: 1.407 2.763 -3.059
H: -1.400 4.703 1.155
H: -1.763 3.429 -1.828
H: -1.531 -0.474 1.901
H: -0.401 1.917 2.871
H: -1.797 0.987 3.668
H: -2.086 2.371 2.595
H: -2.897 0.492 -0.259
H: -3.514 1.637 1.055
H: -3.252 -1.491 1.296
H: -4.738 -0.739 0.709
H: -4.119 -0.445 2.421
H: 0.095 -1.419 0.736
H: 0.541 -2.636 -1.798
H: 3.898 -1.621 -0.136
H: 3.091 -0.588 -3.267
H: 3.188 1.676 -3.383
N: 2.070 1.009 -5.778
C: 2.412 -0.073 -6.552
C: 2.854 0.398 -7.757
C: 2.782 1.817 -7.713
C: 2.298 2.166 -6.483
H: 1.709 0.963 -4.846
H: 2.310 -1.078 -6.176
H: 3.193 -0.207 -8.582
H: 3.056 2.503 -8.498
H: 2.096 3.131 -6.046
N: -4.189 0.410 -3.524
C: -5.461 -0.070 -3.684
C: -5.380 -1.420 -3.897
C: -4.006 -1.773 -3.858
C: -3.296 -0.625 -3.624
H: -3.949 1.370 -3.358
H: -6.311 0.590 -3.635
H: -6.213 -2.083 -4.061
H: -3.588 -2.759 -3.987
H: -2.236 -0.453 -3.521
N: 4.815 -4.521 -2.658
C: 5.326 -4.197 -3.887
C: 5.605 -5.364 -4.549
C: 5.244 -6.434 -3.688
C: 4.758 -5.882 -2.532
H: 4.527 -3.860 -1.957
H: 5.447 -3.167 -4.182
H: 6.020 -5.442 -5.540
H: 5.331 -7.488 -3.895
H: 4.379 -6.338 -1.632
N: 0.124 3.017 6.243
C: -0.134 2.188 7.302
C: -1.417 2.424 7.722
C: -1.958 3.432 6.880
C: -0.986 3.775 5.977
H: 0.991 3.062 5.740
H: 0.617 1.506 7.665
H: -1.913 1.929 8.541
H: -2.949 3.856 6.932
H: -0.985 4.491 5.170
N: -3.226 -5.642 -5.206
C: -4.494 -6.160 -5.226
C: -4.843 -6.368 -6.534
C: -3.743 -5.964 -7.335
C: -2.761 -5.524 -6.489
H: -2.717 -5.388 -4.379
H: -5.035 -6.334 -4.311
H: -5.784 -6.766 -6.879
H: -3.680 -5.995 -8.411
H: -1.774 -5.138 -6.687
N: -1.538 7.239 6.063
C: -2.472 7.306 5.064
C: -2.477 8.587 4.576
C: -1.504 9.319 5.305
C: -0.941 8.460 6.212
H: -1.325 6.417 6.603
H: -3.052 6.439 4.790
H: -3.107 8.957 3.784
H: -1.246 10.358 5.178
H: -0.170 8.612 6.950
N: 4.770 -0.980 2.890
C: 5.924 -1.120 3.615
C: 5.749 -2.160 4.488
C: 4.442 -2.674 4.282
C: 3.863 -1.930 3.289
H: 4.612 -0.291 2.177
H: 6.764 -0.467 3.446
H: 6.479 -2.514 5.198
H: 3.981 -3.497 4.802
H: 2.887 -1.990 2.834
N: -1.631 -1.636 4.933
C: -2.904 -2.118 4.773
C: -2.821 -3.468 4.557
C: -1.444 -3.817 4.591
C: -0.736 -2.668 4.828
H: -1.391 -0.675 5.102
H: -3.755 -1.459 4.827
H: -3.654 -4.132 4.394
H: -1.023 -4.801 4.459
H: 0.323 -2.494 4.930

Forces on the atoms, in the same order (eV/Å):
-0.3 -0.6 0.8
-0.5 -0.2 -0.2
0.4 0.0 -0.1
-0.4 0.4 0.3
0.3 -0.8 0.1
0.0 0.9 0.3
-0.4 -0.6 -0.8
1.0 -0.4 0.0
0.9 -0.7 -0.4
-0.2 0.0 0.5
-0.7 0.7 -0.9
0.4 -1.6 -0.1
0.1 -0.1 0.1
0.3 1.2 -0.5
-0.7 0.4 0.8
0.0 -1.2 -0.7
0.5 1.2 -0.2
-0.9 0.1 0.8
-1.6 -0.4 -0.2
3.4 0.8 1.3
-0.3 -0.3 -0.3
-0.4 0.1 -0.9
0.2 -0.6 0.2
0.1 0.5 0.6
0.3 -0.1 0.1
-0.5 -0.1 0.2
0.3 0.6 -0.5
-0.5 -0.5 0.3
0.5 0.2 -0.4
0.5 -0.5 0.4
-0.2 0.6 0.6
0.4 -0.4 -0.3
-0.3 0.7 -0.1
0.3 0.4 0.6
-0.1 0.0 -0.8
0.1 0.5 -0.3
-0.1 -0.4 0.3
0.3 0.1 -0.5
-1.0 0.2 0.3
-1.0 -0.4 0.1
0.1 0.0 0.0
0.0 -0.1 0.0
0.0 0.0 0.1
0.0 0.0 0.1
0.0 0.1 0.0
-0.2 0.0 -0.2
0.0 0.0 -0.1
0.0 0.0 0.0
0.0 0.0 0.0
0.0 0.0 -0.1
0.0 -0.1 0.1
0.0 0.0 0.0
-0.1 0.0 0.0
0.1 0.0 0.1
0.1 0.1 0.1
-0.1 0.0 0.0
0.0 0.0 0.0
0.0 0.0 0.0
0.0 0.0 -0.1
0.0 0.0 -0.1
-0.1 0.0 0.0
0.0 0.1 0.0
0.0 0.1 -0.1
0.0 -0.1 0.1
0.0 0.0 0.0
0.0 -0.1 0.0
0.1 0.0 0.0
0.0 0.0 0.0
0.0 0.0 0.0
0.0 0.0 0.0
-0.1 -0.1 0.0
0.0 0.0 0.0
0.0 -0.1 0.0
0.0 0.1 -0.1
0.1 0.1 -0.1
0.0 0.0 0.1
0.0 0.0 0.0
0.0 0.0 0.0
0.0 0.0 0.0
0.0 0.0 0.0
0.0 0.0 -0.1
0.0 0.0 0.1
0.0 0.0 0.1
0.1 0.0 0.0
0.1 0.1 0.0
0.0 -0.1 0.0
0.0 0.0 0.0
0.0 0.0 0.0
0.0 0.0 0.0
0.0 0.0 0.0
0.1 0.0 0.0
0.0 -0.1 0.0
0.0 -0.1 -0.1
0.1 0.0 0.0
0.0 0.0 0.0
0.0 0.0 0.0
0.0 0.1 0.0
0.0 0.0 0.0
0.0 0.0 0.0
0.0 0.0 0.0
0.0 0.0 -0.1
0.0 0.0 0.0
0.0 0.1 0.0
-0.1 0.0 0.0
-0.1 0.0 -0.1
0.1 0.0 0.1
0.0 0.0 0.0
0.0 0.0 0.0
0.0 0.0 0.0
0.0 0.0 0.1
0.0 0.0 -0.1
0.0 0.1 -0.1
0.0 0.0 0.0
0.1 0.0 0.0
0.1 0.0 -0.1
0.0 -0.1 0.2
0.0 -0.1 0.1
0.0 0.0 0.0
0.0 0.0 0.0
0.0 0.0 0.0

***

No. 2
Entry from OMol25: a molecular structure, C44H59N9O3Rb in a non-equilibrium geometry (ωB97M-V with the def2-TZVPD basis set).

Computed properties:
- Kohn-Sham gap (eV) = 5.598
- total charge = -1
- highest occupied orbital energy (eV) = -3.82
- ΔE to the lowest compared entry with this formula, charge and spin (kJ/mol) = 30.1

CARTESIAN COORDINATES (ANGSTROEM)
Rb: -0.417 1.153 -1.173
C: -3.032 -4.476 -3.235
C: -1.576 -4.906 -3.040
C: -0.685 -3.751 -2.710
C: 0.147 -3.060 -3.535
C: 0.474 -3.340 -4.966
C: 1.802 -4.080 -5.134
C: 0.707 -1.987 -2.723
C: 1.606 -1.038 -3.159
C: 2.222 0.000 -2.421
C: 2.987 1.090 -2.993
C: 3.343 1.254 -4.438
C: 4.611 0.502 -4.838
C: 3.292 1.920 -1.953
C: 2.707 1.298 -0.781
C: 2.719 1.874 0.508
C: 2.107 1.447 1.666
N: 1.279 0.351 1.762
C: 0.880 0.311 3.016
C: -0.013 -0.701 3.511
C: -0.681 -1.646 2.808
N: -0.817 -1.740 1.408
C: -1.263 -3.029 1.025
C: -1.271 -3.539 -0.226
C: -0.618 -3.065 -1.421
N: 0.187 -2.025 -1.454
C: -1.597 -3.689 2.276
C: -1.253 -2.889 3.312
C: -1.325 -3.218 4.769
C: -2.467 -2.508 5.495
C: -2.065 -5.109 2.350
C: -0.916 -6.113 2.285
C: 1.461 1.379 3.822
C: 2.206 2.119 2.957
C: 3.018 3.340 3.251
C: 4.510 3.047 3.411
C: 1.230 1.613 5.284
C: -0.094 2.307 5.592
N: 2.080 0.144 -1.086
C: 4.055 3.207 -1.995
C: 5.490 3.067 -1.488
H: -3.682 -5.319 -3.480
H: -3.101 -3.739 -4.038
H: -3.414 -3.999 -2.330
H: -1.215 -5.408 -3.942
H: -1.524 -5.663 -2.249
H: 0.502 -2.404 -5.533
H: -0.331 -3.925 -5.420
H: 2.617 -3.517 -4.676
H: 2.051 -4.244 -6.185
H: 1.763 -5.051 -4.635
H: 1.860 -1.071 -4.216
H: 3.456 2.317 -4.661
H: 2.508 0.919 -5.061
H: 5.472 0.868 -4.275
H: 4.830 0.610 -5.903
H: 4.520 -0.565 -4.619
H: 3.276 2.806 0.584
H: -0.103 -0.790 4.590
H: -1.757 -4.508 -0.300
H: -0.375 -2.953 5.243
H: -1.419 -4.299 4.893
H: -2.386 -1.425 5.389
H: -2.463 -2.744 6.561
H: -3.433 -2.804 5.081
H: -2.767 -5.303 1.534
H: -2.636 -5.259 3.269
H: -0.345 -5.996 1.363
H: -1.276 -7.143 2.332
H: -0.223 -5.963 3.116
H: 2.638 3.815 4.160
H: 2.871 4.081 2.458
H: 4.672 2.328 4.217
H: 5.078 3.952 3.636
H: 4.923 2.608 2.502
H: 2.057 2.204 5.688
H: 1.268 0.658 5.819
H: -0.135 3.289 5.115
H: -0.247 2.438 6.666
H: -0.933 1.728 5.201
H: 3.519 3.979 -1.438
H: 4.055 3.590 -3.017
H: 5.511 2.740 -0.445
H: 6.034 4.012 -1.549
H: 6.039 2.319 -2.066
N: -0.259 4.366 0.864
C: 0.394 5.253 -0.102
C: 0.657 4.689 -1.511
O: 1.443 5.331 -2.226
O: 0.027 3.630 -1.804
H: 0.407 3.650 1.146
H: -0.962 3.851 0.337
H: 1.344 5.608 0.305
H: -0.215 6.153 -0.236
O: -1.259 0.354 1.069
N: -1.214 -0.731 0.565
C: -2.460 3.292 3.170
C: -3.770 3.466 2.408
C: -3.710 2.867 1.066
N: -3.580 2.359 0.045
H: -2.553 3.742 4.159
H: -1.615 3.738 2.639
H: -2.230 2.233 3.296
H: -4.039 4.517 2.292
H: -4.597 2.984 2.933
C: -5.783 -0.470 -3.051
N: -4.719 0.402 -3.531
C: -4.970 1.839 -3.467
C: -3.470 0.002 -3.282
N: -2.396 -0.338 -3.034
H: -6.654 -0.368 -3.700
H: -6.066 -0.214 -2.025
H: -5.444 -1.502 -3.078
H: -5.770 2.096 -4.162
H: -4.069 2.377 -3.749
H: -5.250 2.139 -2.453

Forces on the atoms, in the same order (eV/Å):
-0.2 0.5 -1.3
-0.1 0.1 0.0
0.1 -0.1 0.0
0.0 0.0 0.0
-0.1 0.0 0.0
-0.1 0.0 -0.1
0.1 0.0 0.1
0.0 0.2 0.1
0.1 0.1 0.0
-0.1 -0.2 0.2
0.1 0.0 -0.1
-0.1 0.1 -0.1
0.1 -0.1 0.0
0.0 0.0 -0.1
0.1 0.0 0.2
0.1 0.0 -0.2
-0.2 -0.1 0.0
0.1 0.3 -0.1
-0.2 -0.2 0.2
0.1 0.2 0.1
-0.2 -0.3 -0.1
-0.1 0.4 -0.7
0.1 0.2 0.4
0.0 -0.2 -0.2
-0.2 -0.1 0.2
0.1 -0.1 -0.1
0.0 -0.2 -0.3
0.1 0.3 0.2
0.1 -0.1 0.1
-0.1 0.1 0.0
-0.2 0.0 0.0
0.1 -0.1 0.0
-0.1 0.1 0.0
0.1 -0.1 0.0
-0.1 0.1 0.0
0.1 -0.1 0.0
0.1 -0.1 0.1
-0.1 0.1 -0.1
0.6 0.0 -0.2
-0.1 0.1 0.0
0.1 -0.1 0.1
0.0 0.0 0.0
0.0 0.0 0.0
0.0 0.0 0.0
0.0 0.0 0.0
0.0 0.0 0.0
0.0 0.0 0.1
0.0 0.0 0.0
0.0 0.0 0.0
0.0 0.0 0.0
0.0 0.0 0.0
0.0 0.0 0.0
0.0 0.0 0.0
0.0 0.0 0.0
0.0 0.0 0.0
0.0 0.0 0.0
0.0 0.0 0.0
0.0 0.0 0.0
0.0 0.1 0.0
0.0 0.0 -0.1
0.0 0.0 0.0
-0.1 0.0 0.0
0.0 0.0 0.0
0.0 0.0 0.0
0.0 0.0 0.0
0.0 0.0 0.0
0.0 0.0 0.0
0.0 0.0 0.0
0.0 0.0 0.0
0.0 0.0 0.0
0.0 0.0 0.0
0.0 0.0 0.0
0.0 0.0 0.0
0.0 0.0 0.0
0.0 0.0 0.0
0.0 0.0 0.0
0.0 0.0 0.0
0.0 0.0 0.0
0.0 0.0 0.0
0.0 0.0 0.0
0.0 0.0 0.1
0.0 -0.1 0.0
0.0 0.0 0.0
0.0 0.0 0.0
0.0 0.0 0.0
0.0 -0.1 -0.1
0.2 0.3 0.2
-0.1 -0.4 -0.3
0.0 0.1 0.1
0.1 0.6 0.0
0.0 0.0 0.0
0.0 0.0 0.0
0.0 -0.1 0.0
0.0 0.0 0.0
-0.3 -0.2 1.1
-0.1 -0.8 0.9
0.2 -0.2 0.0
-0.2 -0.1 -0.3
0.3 0.0 0.3
-0.2 0.0 -0.2
0.0 0.0 0.0
-0.2 0.1 0.1
-0.1 0.0 0.0
0.1 0.0 0.0
0.0 0.0 0.0
0.0 0.1 0.0
0.1 -0.1 -0.2
0.0 0.0 0.1
-0.1 0.1 0.4
0.1 -0.1 -0.2
0.0 0.0 0.0
0.0 0.0 0.0
0.0 0.0 0.0
0.0 0.0 0.0
0.0 0.0 0.0
0.0 0.0 0.0

***

No. 3
Entry from OMol25: 8 unconnected molecules or ions with the total composition C44H60F3IN8O5S in a non-equilibrium geometry (ωB97M-V with the def2-TZVPD basis set).

Computed properties:
- Kohn-Sham gap (eV) = 6.472
- SMILES = CC[C@@H](C)[C@H]1[C@H](I)OS(=O)(=O)[C@@H]([C@@H](C)F)[C@@]1(CC(C)C)N(C(=O)F)C(=O)F.c1cc[nH]c1.c1cc[nH]c1.c1cc[nH]c1.c1cc[nH]c1.c1cc[nH]c1.c1cc[nH]c1.c1cc[nH]c1
- highest occupied orbital energy (eV) = -8.17

CARTESIAN COORDINATES (ANGSTROEM)
C: -1.246 -6.687 -1.351
C: -1.261 -5.752 -0.036
C: -2.792 -5.213 0.209
C: -3.150 -5.023 1.744
C: -3.289 -4.134 -0.862
C: -4.667 -4.555 -1.526
I: -4.383 -4.825 -3.725
O: -5.821 -3.709 -1.451
S: -5.892 -2.783 -0.067
O: -6.280 -3.774 1.024
O: -6.988 -1.768 -0.347
C: -4.244 -1.914 0.332
C: -4.309 -1.748 1.887
C: -3.467 -0.597 2.617
F: -5.678 -1.237 2.173
C: -3.040 -2.540 -0.497
C: -3.226 -1.850 -1.983
C: -2.820 -0.334 -2.192
C: -1.746 -0.151 -3.417
C: -2.261 0.527 -0.973
N: -1.651 -2.443 -0.153
C: -0.580 -2.454 -1.125
O: 0.271 -1.516 -1.056
F: -0.259 -3.431 -2.092
C: -1.029 -2.134 1.086
O: -0.492 -3.048 1.777
F: -0.629 -0.837 1.595
H: -1.151 -5.999 -2.275
H: -0.416 -7.494 -1.326
H: -2.232 -7.274 -1.507
H: -1.076 -6.465 0.858
H: -0.477 -4.935 -0.017
H: -3.377 -6.183 -0.069
H: -2.743 -4.111 2.280
H: -2.692 -5.934 2.302
H: -4.289 -5.159 1.896
H: -2.533 -4.293 -1.735
H: -5.055 -5.606 -1.225
H: -4.454 -0.854 -0.097
H: -4.267 -2.671 2.552
H: -3.181 0.297 1.975
H: -2.563 -1.126 3.115
H: -4.045 -0.161 3.522
H: -4.338 -1.910 -2.319
H: -2.697 -2.468 -2.812
H: -3.736 0.259 -2.592
H: -1.530 0.972 -3.508
H: -2.226 -0.592 -4.360
H: -0.770 -0.713 -3.245
H: -2.359 0.044 0.052
H: -2.848 1.526 -0.905
H: -1.162 0.848 -1.125
C: 3.938 -4.425 0.905
C: 2.777 -3.638 0.705
C: 2.965 -2.916 -0.448
N: 4.199 -3.234 -0.949
C: 4.797 -4.159 -0.132
H: 4.123 -5.113 1.718
H: 1.900 -3.604 1.335
H: 2.329 -2.204 -0.952
H: 4.604 -2.850 -1.787
H: 5.780 -4.544 -0.359
C: 2.423 4.041 -1.180
C: 2.507 4.102 0.233
C: 1.887 2.980 0.728
N: 1.428 2.248 -0.334
C: 1.754 2.884 -1.500
H: 2.809 4.763 -1.884
H: 2.971 4.879 0.823
H: 1.732 2.641 1.741
H: 0.927 1.375 -0.267
H: 1.482 2.460 -2.456
C: 2.487 4.338 5.991
C: 3.854 4.695 5.889
C: 4.282 4.323 4.638
N: 3.225 3.751 3.983
C: 2.125 3.761 4.798
H: 1.839 4.487 6.843
H: 4.459 5.172 6.647
H: 5.245 4.416 4.159
H: 3.252 3.381 3.045
H: 1.182 3.356 4.461
C: 0.518 3.077 -6.831
C: -0.738 3.720 -6.694
C: -0.705 4.435 -5.522
N: 0.522 4.245 -4.944
C: 1.276 3.423 -5.739
H: 0.833 2.434 -7.640
H: -1.573 3.665 -7.377
H: -1.447 5.061 -5.049
H: 0.824 4.648 -4.071
H: 2.283 3.154 -5.458
C: 3.093 -5.049 5.801
C: 2.183 -6.134 5.854
C: 1.399 -6.065 4.729
N: 1.799 -4.976 4.000
C: 2.835 -4.354 4.645
H: 3.854 -4.805 6.528
H: 2.110 -6.882 6.630
H: 0.592 -6.694 4.385
H: 1.394 -4.680 3.126
H: 3.297 -3.473 4.226
C: -0.297 7.456 9.306
C: 0.930 7.825 9.912
C: 1.925 7.595 8.993
N: 1.345 7.098 7.857
C: -0.010 7.015 8.037
H: -1.280 7.509 9.749
H: 1.070 8.215 10.909
H: 2.993 7.742 9.050
H: 1.838 6.834 7.018
H: -0.651 6.648 7.250
C: 3.211 4.049 -11.289
C: 3.044 5.441 -11.486
C: 2.228 5.901 -10.481
N: 1.894 4.837 -9.687
C: 2.493 3.705 -10.170
H: 3.794 3.373 -11.898
H: 3.472 6.041 -12.275
H: 1.857 6.892 -10.263
H: 1.299 4.880 -8.873
H: 2.356 2.754 -9.677

Forces on the atoms, in the same order (eV/Å):
0.0 0.4 -0.5
-1.2 -1.2 0.5
-0.1 -1.6 0.1
-0.3 -1.3 0.4
1.7 -0.4 -0.4
-0.6 -1.7 -0.3
-0.2 0.0 0.7
1.6 1.7 1.4
-6.6 -0.8 2.2
2.3 2.7 -3.1
4.4 -2.8 0.2
0.1 1.6 0.0
-1.5 1.6 2.7
0.8 -0.6 0.7
1.6 -0.9 -1.0
-3.0 -1.7 -3.8
-0.6 0.0 -0.9
0.7 1.7 -1.1
-0.8 -0.4 0.4
-0.1 1.0 0.5
2.1 0.8 -0.1
4.6 4.0 -0.5
-3.7 -4.2 -0.2
-2.3 1.6 2.5
4.8 -3.1 4.8
-3.0 4.0 -3.1
-2.0 -2.3 -2.3
0.1 -1.4 1.3
-1.2 1.7 -0.1
1.5 1.0 0.5
-0.1 1.3 -1.3
-0.9 -1.2 -0.2
0.8 1.7 0.4
-0.5 -1.0 -0.9
-0.6 1.5 -0.9
1.8 0.7 -0.2
-1.3 0.4 1.6
1.1 1.8 -0.2
0.3 -1.8 0.8
0.0 0.9 -1.5
-0.2 -1.4 0.7
-1.1 1.2 -1.1
0.5 -1.1 -1.7
1.8 -0.2 0.9
-0.6 0.8 1.7
1.3 -1.3 0.8
-0.3 -1.7 -0.2
0.8 0.9 1.1
-1.2 0.8 0.0
0.2 0.6 -1.4
0.9 -1.7 -0.1
-1.7 -0.8 0.2
0.3 -0.2 0.0
-0.1 0.1 -0.1
0.0 0.2 -0.2
-0.1 -0.1 0.1
0.0 0.0 0.0
0.0 0.1 -0.1
0.1 0.1 -0.1
0.2 -0.1 0.1
-0.1 -0.1 0.2
-0.1 0.0 0.1
-0.1 -0.1 -0.3
0.0 -0.1 0.3
0.0 0.0 0.0
0.0 0.0 0.0
-0.1 0.0 0.0
0.0 -0.1 0.1
-0.1 -0.1 -0.1
-0.1 0.0 -0.1
0.1 0.1 0.0
0.0 0.0 0.1
-0.3 -0.1 -0.1
0.2 0.1 -0.1
0.1 0.0 0.0
0.0 0.1 0.1
0.0 0.0 -0.1
0.1 -0.1 -0.1
0.0 -0.1 -0.1
-0.1 0.0 0.1
0.1 0.1 0.2
0.1 0.0 0.1
0.3 0.0 0.0
-0.2 0.2 0.1
-0.1 0.0 0.1
0.0 0.0 -0.1
0.1 0.0 0.1
0.0 0.0 0.1
0.1 0.0 0.1
0.1 -0.1 -0.1
-0.1 -0.1 -0.1
-0.1 0.0 -0.1
0.1 0.2 -0.1
-0.2 -0.2 -0.1
-0.1 0.0 0.0
0.1 -0.1 0.1
0.0 0.1 0.0
-0.1 0.0 -0.1
0.0 0.1 -0.1
0.1 0.0 0.1
0.1 0.0 0.2
0.0 -0.1 0.0
-0.2 -0.1 -0.2
0.3 0.0 0.0
0.0 0.0 0.0
0.0 0.1 0.1
0.0 -0.1 0.0
0.1 0.0 -0.1
0.0 0.0 -0.1
-0.1 0.0 0.0
-0.1 0.0 0.1
0.0 0.0 0.1
0.0 -0.2 0.1
-0.1 0.2 0.0
0.0 0.0 0.0
0.1 0.0 0.0
0.0 0.0 0.0
-0.1 0.1 0.1
0.0 -0.1 0.1
0.0 -0.1 -0.1
0.1 -0.1 -0.1
0.0 0.1 -0.1